C37H35Zr | wB97M-V/def2-TZVPD

Each line ends with the Mulliken charge.
Geometry (Å):
C: 4.520 -2.231 1.904  -0.483
C: 3.656 -3.307 1.634  -0.613
C: 2.462 -3.112 0.932  -0.446
C: 2.072 -1.850 0.416  0.369
C: 0.778 -1.643 -0.249  -0.248
Zr: 0.383 3.003 1.560  0.610
C: -1.961 2.650 1.431  -1.848
C: -2.262 1.248 1.782  0.634
C: -2.415 0.868 3.131  -0.676
C: -2.607 -0.460 3.484  -0.482
C: -2.804 -1.427 2.500  -0.731
C: -2.786 -1.039 1.156  0.017
C: -2.415 0.250 0.796  0.003
C: 2.321 3.427 0.062  -0.847
C: 1.522 2.426 -0.584  -0.365
C: 0.259 3.035 -0.903  -0.483
C: 0.249 4.381 -0.387  -0.867
C: 1.523 4.612 0.247  -0.593
C: 1.833 2.123 3.362  -0.422
C: 0.492 2.219 3.832  -0.675
C: 0.125 3.606 3.848  -0.682
C: 1.245 4.365 3.371  -0.686
C: 2.308 3.444 3.122  -0.488
C: 2.937 -0.763 0.799  -0.038
C: 4.111 -0.950 1.528  -0.587
H: 5.459 -2.390 2.431  0.366
H: 3.917 -4.302 1.992  0.346
H: 1.780 -3.945 0.798  0.354
H: 0.733 -0.684 -0.772  -0.150
H: -0.084 -1.952 0.343  0.453
H: -2.417 3.366 2.131  0.432
H: -2.274 2.918 0.416  0.480
H: -2.348 1.634 3.904  0.519
H: -2.630 -0.741 4.538  0.370
H: -2.985 -2.468 2.771  0.353
H: -3.083 -1.748 0.383  0.269
H: -2.247 0.500 -0.252  0.266
H: 3.373 3.309 0.285  0.453
H: 1.881 1.480 -0.986  0.944
H: -0.526 2.583 -1.497  0.447
H: -0.512 5.134 -0.551  0.437
H: 1.864 5.565 0.641  0.423
H: 2.443 1.227 3.363  0.551
H: -0.117 1.389 4.183  0.550
H: -0.781 4.023 4.276  0.472
H: 1.315 5.450 3.373  0.439
H: 3.328 3.708 2.859  0.479
H: 2.655 0.259 0.554  0.094
H: 4.753 -0.105 1.806  0.395
C: -0.513 -2.262 -1.776  -1.829
C: -1.983 -2.165 -1.973  0.882
C: -2.796 -3.281 -1.651  -0.285
C: -4.175 -3.273 -1.827  -0.562
C: -4.807 -2.145 -2.386  -0.482
C: -4.014 -1.094 -2.849  -0.862
C: -2.631 -1.107 -2.655  0.370
C: 0.286 -1.963 -2.954  0.787
C: 1.001 -3.041 -3.485  -0.737
C: 1.545 -2.921 -4.747  -0.642
C: 1.542 -1.670 -5.373  -0.411
C: 1.017 -0.541 -4.731  -1.139
C: 0.388 -0.678 -3.498  0.534
H: -0.325 -3.243 -1.365  0.537
H: -2.302 -4.180 -1.278  0.282
H: -4.784 -4.136 -1.547  0.347
H: -5.884 -2.135 -2.531  0.392
H: -4.492 -0.267 -3.375  0.371
H: -2.053 -0.270 -3.046  0.307
H: 1.020 -3.976 -2.927  0.366
H: 1.956 -3.791 -5.254  0.379
H: 1.959 -1.551 -6.366  0.360
H: 1.065 0.438 -5.203  0.423
H: -0.058 0.169 -2.967  0.500

Computed properties:
Net charge = -1
Largest force on an atom = 3.25 eV/Å
HOMO energy = -0.94 eV
Frontier orbital gap = 2.80 eV